[1]
77
Properties=species:S:1:pos:R:3:lowdin_charge:R:1 method="wB97M-V/def2-TZVPD" orbital_gap_ev="6.85 / 4.11" total_charge=+4 s2=8.86 spin_multiplicity=6 relative_energy_ev=3.5257 e_tot_ha=-4615.52890 max_force_ha_per_bohr=0.0731
C -0.3378 5.7186 -4.6596 0.11
C -0.7452 4.4759 -5.2750 -0.14
C -0.9862 4.5807 -6.6790 0.11
C -0.8187 5.8070 -7.3418 0.03
N -0.4457 6.9282 -6.7236 0.19
C -0.2144 6.8831 -5.4205 0.01
C -0.9342 3.2419 -4.5438 0.13
C -0.9818 2.3324 -3.6390 -0.30
C -1.8023 1.4663 -2.7210 -0.43
C -1.1277 0.3664 -2.0931 -0.33
C -1.8005 -0.3727 -1.0191 -0.12
C -3.1784 -0.3158 -0.8432 -0.73
C -3.8446 0.7050 -1.5831 -0.01
C -3.1763 1.5874 -2.4608 0.01
Ir 0.0687 2.0076 -2.1343 1.27
P 2.7578 -0.5183 -1.5727 1.10
H -1.3106 3.7251 -7.2652 0.15
H -0.1204 5.7901 -3.5933 0.14
H -0.9835 5.8665 -8.4246 0.17
H 0.1057 7.8315 -4.9731 0.17
H -3.7021 2.3519 -3.0253 0.14
H -0.5658 -0.3308 -2.7492 0.04
H -4.9229 0.7583 -1.4873 0.14
H -1.1817 -1.0439 -0.4414 0.10
C 2.4410 -1.8218 -0.2988 -0.37
C 2.9599 -3.2287 -0.5612 -0.10
H 1.3478 -1.8114 -0.1427 0.07
H 2.8999 -1.4300 0.6192 0.10
H 2.7321 -3.8606 0.3049 0.11
H 2.4990 -3.6908 -1.4396 0.07
H 4.0485 -3.2511 -0.6814 0.08
C 3.2399 -1.5039 -3.0573 -0.38
C 3.6380 -0.5890 -4.2182 -0.12
H 2.4043 -2.1631 -3.3442 0.04
H 4.0920 -2.1355 -2.7714 0.10
H 3.6618 -1.1499 -5.1615 0.10
H 2.9531 0.2626 -4.3478 0.07
H 4.6478 -0.2043 -4.0280 0.08
C 4.4075 0.1422 -1.0242 -0.37
C 5.5782 -0.8351 -1.0066 -0.09
H 4.2634 0.5673 -0.0189 0.08
H 4.6201 0.9903 -1.6934 0.09
H 6.4879 -0.2997 -0.7078 0.11
H 5.4351 -1.6433 -0.2808 0.08
H 5.7746 -1.2760 -1.9900 0.08
Br -3.9121 -1.5791 0.2556 0.99
P -1.7561 -1.9994 -4.1651 1.21
C -0.2144 -2.4475 -3.3144 -0.40
C 0.1917 -3.8790 -3.6524 -0.10
H -0.4030 -2.2766 -2.2395 0.07
H 0.5225 -1.7519 -3.7413 0.06
H 1.2790 -3.9480 -3.7465 0.07
H -0.1204 -4.5841 -2.8742 0.10
H -0.2402 -4.1741 -4.6202 0.09
C -3.0398 -2.5585 -3.0277 -0.38
C -4.0480 -3.5276 -3.6502 -0.09
H -3.5680 -1.6421 -2.7527 0.06
H -2.5712 -2.9631 -2.1190 0.09
H -4.7529 -3.9116 -2.9051 0.10
H -4.6390 -2.9649 -4.3789 0.08
H -3.5766 -4.3786 -4.1604 0.09
C -2.2460 -0.4514 -4.9582 -0.36
C -2.9670 -0.6386 -6.2962 -0.09
H -1.3216 0.1299 -5.1077 0.09
H -2.8840 0.0208 -4.2013 0.07
H -3.3428 0.3249 -6.6568 0.09
H -2.2282 -0.9980 -7.0182 0.09
H -3.8068 -1.3422 -6.2391 0.09
N 1.7117 2.0667 0.2156 0.00
C 2.1792 2.8930 1.1812 0.01
C 1.7980 4.1816 0.8396 0.01
C 1.1050 4.1086 -0.3661 -0.05
N 1.1186 2.7912 -0.7574 -0.27
H 1.7663 1.0465 0.1819 0.11
H 2.6859 2.4693 2.0221 0.15
H 1.9791 5.0814 1.3898 0.13
H 0.5358 4.8110 -0.9548 0.12


[2]
24
Properties=species:S:1:pos:R:3:lowdin_charge:R:1 method="wB97M-V/def2-TZVPD" orbital_gap_ev=4.99 total_charge=-1 spin_multiplicity=1 relative_energy_ev=2.1574 e_tot_ha=-721.73584 max_force_ha_per_bohr=0.0752
C -2.4488 1.3450 0.1429 -0.22
C -3.7026 1.1559 0.9564 -0.38
O -4.6038 0.2463 0.2355 -0.25
Ag -3.4315 -0.6255 -1.3891 0.69
H -1.6455 1.6539 0.8291 0.02
H -5.2207 -0.1855 0.8318 0.06
H -2.4724 2.2426 -0.4960 -0.01
H -4.2608 2.0921 1.1192 0.09
H -3.4997 0.6878 1.9343 0.09
O 4.9757 1.2526 -0.3108 -0.06
C 4.1518 0.6005 0.3582 -0.82
O 4.2878 0.0971 1.4877 -0.06
O 2.9393 0.4218 -0.2876 -0.05
C 1.8580 -0.1099 0.4539 -0.23
C 0.6285 -0.1172 -0.4413 -0.19
C -0.6030 -0.6233 0.2674 -0.24
C -1.1485 -1.8718 -0.0270 -0.10
H 1.6743 0.4994 1.3536 0.13
H 2.0943 -1.1312 0.7892 0.12
H 0.8295 -0.7319 -1.3322 0.11
H 0.4468 0.9078 -0.8032 0.12
H -0.7089 -0.3090 1.3169 0.10
H -1.9436 -2.2437 0.6339 0.03
H -0.5849 -2.5684 -0.6575 0.04


[3]
24
Properties=species:S:1:pos:R:3:lowdin_charge:R:1 method="wB97M-V/def2-TZVPD" orbital_gap_ev="7.05 / 7.50" total_charge=+1 s2=2.01 spin_multiplicity=3 relative_energy_ev=0.0000 e_tot_ha=-1062.90141 max_force_ha_per_bohr=0.0571
C -0.2724 0.4362 -0.1064 -0.42
C 1.0763 0.3456 0.5764 -0.71
C -0.2893 -0.6413 -1.1820 -0.14
C 1.1589 -0.9301 1.3456 -0.20
C -0.1585 -2.0115 -0.5085 -0.17
C 1.1124 -2.0869 0.3266 -0.17
C -1.5570 0.8277 0.5618 -0.58
C -0.4187 3.0305 -0.0834 0.00
N -0.9355 1.7128 -0.4381 -0.06
S 2.3894 1.2546 0.2354 0.92
I -3.4685 -0.0075 0.1255 0.99
H -1.2130 -0.5948 -1.7636 0.09
H 0.5530 -0.4799 -1.8601 0.14
H 2.0885 -0.9694 1.9113 0.12
H 0.3169 -1.0256 2.0333 0.13
H -1.0311 -2.1912 0.1227 0.10
H -0.1358 -2.7827 -1.2771 0.13
H 1.9900 -2.0250 -0.3180 0.12
H 1.1559 -3.0346 0.8618 0.12
H -1.4981 1.2183 1.5729 0.11
H 0.2035 2.9636 0.8057 0.09
H 0.1886 3.4171 -0.9016 0.11
H -1.2507 3.7081 0.1061 0.12
H -1.4025 1.7199 -1.3483 0.18


[4]
7
Properties=species:S:1:pos:R:3:lowdin_charge:R:1 method="wB97M-V/def2-TZVPD" orbital_gap_ev="7.33 / 6.72" total_charge=+1 s2=0.76 spin_multiplicity=2 e_tot_ha=-1448.21283 max_force_ha_per_bohr=0.1301
O -2.6821 0.9798 0.2665 0.24
C -1.7233 0.3153 -0.0622 -0.25
C -1.1235 -0.7680 -0.5911 -0.06
C -0.1296 -0.3754 0.2412 -0.06
H -0.6196 -1.8469 0.0202 0.27
F 4.0388 1.2913 -0.0264 -0.61
Yb 2.2394 0.4039 0.1518 1.47


[5]
14
Properties=species:S:1:pos:R:3:lowdin_charge:R:1 method="wB97M-V/def2-TZVPD" orbital_gap_ev=11.42 spin_multiplicity=1 relative_energy_ev=4.6649 e_tot_ha=-287.41580 max_force_ha_per_bohr=0.0218
C 1.0543 -1.0270 -0.0915 -0.08
C -0.2618 -0.2801 0.0906 -0.43
C -0.1444 1.2423 -0.1004 -0.17
C 0.6938 1.8449 0.9444 -0.22
N 1.3572 2.2912 1.7804 0.15
C -1.2046 -0.7157 -1.3719 0.04
C -1.7869 -1.0764 -0.3132 -0.02
H 1.4559 -0.8663 -1.0956 0.09
H 1.7830 -0.6763 0.6486 0.08
H 0.9049 -2.1007 0.0477 0.09
H -0.5684 -0.4300 1.1369 0.14
H 0.2881 1.4607 -1.0812 0.13
H -1.1350 1.7046 -0.0685 0.13
H -2.4159 -1.4662 0.4658 0.09


[6]
84
Properties=species:S:1:pos:R:3:lowdin_charge:R:1 method="wB97M-V/def2-TZVPD" orbital_gap_ev=8.92 total_charge=+1 spin_multiplicity=1 e_tot_ha=-1773.01833 max_force_ha_per_bohr=0.0161
C -2.3772 -2.7925 -1.7431 0.03
C -1.8456 -1.5355 -1.1208 -0.46
O -1.8307 -1.3191 0.0700 0.08
N -1.4076 -0.5621 -2.0375 -0.03
C -0.5598 -0.9449 -3.1976 0.01
N -1.0735 0.6549 -1.4761 -0.02
C -1.6850 1.8951 -1.9873 -0.05
C -0.6116 2.9033 -1.5978 -0.13
N 0.0929 2.2877 -0.4270 0.10
C -0.0420 0.9198 -0.6901 -0.34
N 0.8025 0.0489 -0.2108 0.27
H -2.1088 -2.9050 -2.7886 0.08
H -2.0397 -3.6506 -1.1670 0.10
H -3.4641 -2.7469 -1.6702 0.10
H 0.1726 -0.1529 -3.3279 0.10
H -0.0324 -1.8800 -3.0268 0.10
H -1.1711 -0.9568 -4.0920 0.06
H -2.6637 2.0462 -1.5303 0.13
H -1.7831 1.8127 -3.0693 0.10
H 0.0981 2.9838 -2.4161 0.11
H -0.9709 3.8989 -1.3673 0.13
H -0.4569 2.4549 0.4170 0.15
H 0.6542 -0.9476 -0.2270 0.11
H 1.6669 0.3676 0.1960 0.13
C 3.0222 -2.5310 0.8592 -0.33
O 2.8098 -1.7349 -0.0569 -0.04
N 3.9211 -2.3483 1.8235 -0.18
C 4.1347 -3.3138 2.8905 -0.04
C 4.7322 -1.1406 1.8131 -0.03
H 2.4750 -3.4818 0.9436 0.14
H 3.9591 -2.8660 3.8666 0.07
H 5.1603 -3.6825 2.8751 0.10
H 3.4567 -4.1552 2.7552 0.09
H 4.1075 -0.2496 1.8869 0.09
H 5.3117 -1.0716 0.8931 0.10
H 5.4040 -1.1716 2.6667 0.09
C 4.9413 -4.4688 6.6054 -0.34
O 5.0380 -3.4757 5.9033 -0.01
N 3.9760 -4.6565 7.5221 -0.20
C 3.9108 -5.8500 8.3387 -0.06
C 2.9782 -3.6153 7.7011 -0.04
H 5.6573 -5.3043 6.5485 0.14
H 2.9733 -6.3857 8.1794 0.09
H 3.9936 -5.6059 9.3991 0.09
H 4.7348 -6.5102 8.0729 0.08
H 2.4248 -3.4429 6.7776 0.09
H 3.4464 -2.6745 7.9902 0.09
H 2.2856 -3.9266 8.4795 0.09
C -2.9621 -1.0179 4.7211 -0.36
O -2.9212 -1.0029 5.9336 0.02
N -4.0040 -1.4765 3.9942 -0.20
C -3.9797 -1.4705 2.5500 -0.07
C -5.1641 -1.9888 4.7021 -0.04
H -2.1307 -0.6523 4.0917 0.13
H -4.7923 -0.8647 2.1405 0.09
H -4.0700 -2.4818 2.1465 0.09
H -3.0326 -1.0583 2.2100 0.05
H -5.6025 -1.2201 5.3386 0.09
H -4.8905 -2.8294 5.3401 0.09
H -5.9015 -2.3158 3.9719 0.08
C 0.4515 5.6716 -3.9393 -0.32
O -0.3181 4.7242 -4.0261 -0.03
N 1.4611 5.9023 -4.7895 -0.19
C 2.3421 7.0446 -4.6501 -0.05
C 1.6643 4.9781 -5.8939 -0.03
H 0.3687 6.4289 -3.1436 0.14
H 2.2894 7.6880 -5.5295 0.09
H 3.3767 6.7264 -4.5143 0.09
H 2.0413 7.6254 -3.7799 0.09
H 0.7806 4.9357 -6.5303 0.09
H 1.8618 3.9709 -5.5268 0.09
H 2.5141 5.3191 -6.4799 0.09
C -3.0703 0.9865 -5.3032 -0.35
O -1.9266 0.5953 -5.4819 -0.01
N -3.4398 2.2762 -5.3605 -0.19
C -4.8114 2.6959 -5.1584 -0.05
C -2.4257 3.2776 -5.6620 -0.03
H -3.9048 0.3012 -5.0806 0.14
H -5.2029 3.1952 -6.0459 0.09
H -4.8919 3.3818 -4.3132 0.09
H -5.4283 1.8215 -4.9566 0.08
H -1.9649 3.0794 -6.6295 0.10
H -1.6340 3.2809 -4.9113 0.05
H -2.9003 4.2556 -5.6810 0.09